{"formula": "C44H45N4S", "method": "the ωB97M-V functional and the def2-TZVPD basis", "symbols": ["C", "C", "C", "C", "C", "C", "C", "C", "C", "C", "C", "C", "C", "C", "N", "C", "C", "C", "C", "C", "C", "S", "C", "N", "C", "C", "H", "H", "H", "H", "H", "H", "H", "H", "H", "H", "H", "H", "H", "H", "H", "H", "H", "H", "H", "H", "C", "N", "C", "C", "C", "C", "C", "C", "C", "C", "C", "C", "C", "C", "C", "N", "C", "C", "C", "C", "C", "C", "C", "H", "H", "H", "H", "H", "H", "H", "H", "H", "H", "H", "H", "H", "H", "H", "H", "H", "H", "H", "H", "H", "H", "H", "H", "H"], "positions_angstrom": [[5.318, 3.208, 4.115], [6.391, 2.355, 3.827], [6.204, 1.219, 3.033], [4.931, 0.920, 2.535], [4.705, -0.324, 1.676], [4.919, -0.074, 0.192], [5.368, -1.113, -0.633], [5.658, -0.859, -1.973], [5.389, 0.397, -2.526], [4.823, 1.394, -1.728], [4.597, 1.166, -0.367], [3.313, -0.948, 1.910], [3.193, -1.296, 3.384], [2.063, -2.250, 3.648], [2.201, -3.377, 2.719], [1.652, -4.633, 2.967], [1.843, -5.519, 1.902], [1.380, -6.831, 2.029], [0.676, -7.201, 3.187], [0.437, -6.277, 4.213], [0.941, -4.975, 4.111], [2.588, -4.708, 0.532], [2.698, -3.190, 1.459], [3.163, -2.092, 0.988], [3.860, 1.774, 2.816], [4.052, 2.913, 3.605], [5.461, 4.096, 4.741], [7.384, 2.584, 4.220], [7.044, 0.560, 2.793], [5.440, -1.086, 1.996], [5.479, -2.117, -0.210], [6.105, -1.648, -2.579], [5.611, 0.598, -3.575], [4.583, 2.373, -2.148], [4.179, 1.956, 0.267], [2.523, -0.229, 1.623], [4.146, -1.745, 3.712], [3.040, -0.397, 3.990], [2.123, -2.638, 4.663], [1.082, -1.763, 3.526], [1.564, -7.541, 1.224], [0.289, -8.214, 3.286], [-0.149, -6.561, 5.086], [0.767, -4.231, 4.890], [2.859, 1.573, 2.420], [3.196, 3.562, 3.801], [-1.210, 4.294, -6.382], [-0.069, 3.944, -5.564], [0.716, 5.093, -5.182], [2.028, 4.714, -4.512], [1.800, 3.651, -3.442], [1.005, 2.498, -3.956], [0.147, 2.690, -5.082], [-0.492, 1.552, -5.641], [-0.353, 0.309, -5.065], [0.317, 0.143, -3.806], [0.258, -1.044, -3.038], [-0.696, -2.075, -3.222], [-0.448, -3.362, -2.672], [-1.232, -4.458, -2.969], [-2.363, -4.318, -3.832], [-3.055, -5.416, -4.242], [-4.264, -5.300, -5.028], [-2.850, -6.727, -3.676], [-1.416, -6.956, -3.224], [-0.902, -5.792, -2.386], [-2.713, -3.013, -4.263], [-1.933, -1.924, -3.935], [1.060, 1.263, -3.339], [-1.852, 3.432, -6.572], [-1.813, 5.072, -5.884], [-0.861, 4.705, -7.342], [0.902, 5.688, -6.089], [0.115, 5.725, -4.503], [2.725, 4.329, -5.264], [2.472, 5.612, -4.076], [2.765, 3.286, -3.069], [1.287, 4.108, -2.579], [-1.087, 1.670, -6.547], [-0.768, -0.554, -5.585], [1.002, -1.180, -2.257], [0.428, -3.504, -2.031], [-4.146, -4.563, -5.830], [-4.471, -6.282, -5.477], [-5.130, -5.011, -4.408], [-3.530, -6.869, -2.814], [-3.139, -7.462, -4.436], [-1.371, -7.884, -2.649], [-0.770, -7.082, -4.100], [0.186, -5.878, -2.279], [-1.317, -5.862, -1.366], [-3.621, -2.878, -4.853], [-2.278, -0.935, -4.234], [1.674, 1.153, -2.439]], "forces_ev_per_a": [[0.0, -0.1, 0.0], [0.0, 0.1, -0.1], [-0.3, 0.2, 0.1], [-0.2, -0.2, -0.2], [0.1, 0.0, -0.1], [-0.2, 0.1, -0.1], [0.2, 0.3, 0.0], [-0.1, 0.0, 0.1], [-0.1, 0.1, 0.2], [0.0, -0.1, 0.1], [0.2, -0.2, -0.2], [-0.2, -0.2, -0.4], [0.2, 0.2, 0.4], [-0.1, -0.5, -0.4], [-0.6, -0.3, 0.8], [0.1, 0.4, 0.0], [-0.6, -0.5, 0.5], [0.0, 0.3, 0.0], [0.0, 0.2, 0.0], [0.3, 0.1, -0.4], [-0.1, -0.3, 0.0], [0.1, 0.1, 0.2], [0.3, 1.3, -0.1], [-0.1, -0.9, 0.4], [0.2, 0.5, 0.3], [0.0, -0.2, -0.2], [0.0, -0.4, -0.3], [-0.3, -0.1, -0.1], [-0.3, 0.2, 0.1], [-0.3, 0.2, -0.2], [0.2, 0.5, -0.2], [-0.2, 0.2, 0.1], [0.0, -0.1, 0.3], [0.1, -0.3, 0.1], [0.3, -0.2, -0.3], [0.3, -0.1, 0.1], [-0.3, 0.0, 0.0], [0.1, -0.1, -0.2], [0.0, 0.0, 0.0], [0.2, -0.1, -0.1], [-0.1, 0.1, 0.2], [0.2, 0.2, -0.1], [0.2, 0.0, -0.2], [0.0, -0.3, -0.2], [0.4, 0.1, 0.2], [0.3, -0.1, 0.0], [-0.2, 0.1, -0.5], [-0.1, -0.9, 0.0], [0.2, 0.6, 0.5], [0.0, -0.1, -0.2], [0.3, 0.5, 0.6], [0.1, -0.8, 0.1], [-0.3, 0.5, 0.3], [-0.1, -0.5, -0.1], [-0.3, 0.5, 0.1], [0.1, -0.2, -0.2], [-0.6, 0.2, -0.8], [-0.3, 0.2, 0.1], [-0.2, -0.4, -0.2], [0.2, 0.6, 0.1], [0.2, -0.5, -0.2], [0.2, 0.9, 0.0], [-0.4, 0.1, -0.3], [0.1, -0.6, 0.7], [0.1, 0.0, -0.3], [0.2, -0.5, 0.6], [-0.1, 0.4, 0.0], [0.1, -0.4, -0.2], [0.1, 0.4, -0.3], [0.1, 0.3, 0.1], [0.2, -0.3, -0.1], [-0.2, -0.1, 0.2], [0.0, -0.1, 0.2], [0.1, -0.1, -0.2], [-0.1, 0.1, 0.1], [0.0, -0.1, -0.1], [-0.2, 0.1, 0.0], [0.1, -0.1, -0.2], [0.4, -0.2, 0.2], [0.2, 0.3, 0.2], [0.0, 0.0, 0.0], [-0.2, 0.0, -0.2], [0.0, -0.3, 0.1], [0.0, 0.4, 0.1], [0.2, -0.1, -0.2], [0.1, 0.0, -0.2], [0.1, 0.1, 0.2], [0.0, 0.1, -0.1], [-0.1, 0.0, 0.0], [-0.2, 0.0, 0.1], [0.1, 0.1, -0.3], [0.3, 0.1, 0.4], [0.1, -0.3, 0.2], [-0.2, 0.0, -0.3]], "orbital_gap_ev": 5.4715, "de_lowest_kj_mol": 0.00, "total_charge": 1}

{"formula": "C44H46CrN11O4P", "method": "the ωB97M-V functional and the def2-TZVPD basis", "symbols": ["Cr", "C", "N", "C", "C", "N", "C", "P", "C", "N", "C", "C", "N", "C", "C", "N", "C", "C", "N", "C", "H", "H", "H", "H", "H", "H", "H", "H", "H", "H", "H", "H", "H", "H", "H", "C", "C", "C", "O", "C", "C", "O", "C", "O", "C", "C", "C", "C", "C", "C", "C", "C", "C", "C", "C", "C", "C", "O", "C", "C", "C", "C", "C", "C", "C", "C", "C", "C", "C", "C", "H", "H", "H", "H", "H", "H", "H", "H", "H", "H", "H", "H", "H", "H", "H", "H", "H", "H", "H", "H", "H", "H", "H", "H", "H", "H", "H", "H", "N", "N", "N", "C", "N", "N", "H", "H", "H"], "positions_angstrom": [[0.996, -0.655, -0.157], [2.715, -5.467, -2.168], [2.291, -4.095, -2.166], [2.150, -3.276, -3.242], [1.678, -2.085, -2.772], [1.513, -2.155, -1.427], [1.899, -3.383, -1.073], [1.924, -4.018, 0.629], [0.243, -3.392, 0.988], [-0.230, -2.177, 0.694], [-1.577, -2.253, 0.863], [-1.920, -3.513, 1.264], [-0.770, -4.229, 1.333], [-0.616, -5.599, 1.739], [2.788, -2.596, 1.358], [2.464, -1.324, 1.136], [3.257, -0.586, 1.955], [4.069, -1.418, 2.673], [3.773, -2.688, 2.291], [4.366, -3.905, 2.777], [3.051, -5.741, -3.166], [1.889, -6.126, -1.889], [3.534, -5.617, -1.459], [2.376, -3.599, -4.237], [1.468, -1.181, -3.307], [-2.239, -1.441, 0.648], [-2.876, -3.936, 1.486], [-1.592, -6.077, 1.781], [-0.142, -5.661, 2.723], [0.001, -6.141, 1.019], [3.156, 0.480, 2.008], [4.813, -1.202, 3.411], [5.334, -3.690, 3.226], [4.503, -4.610, 1.954], [3.735, -4.372, 3.538], [-4.286, 2.946, 1.669], [-3.563, 1.599, 1.664], [-4.325, 0.564, 2.494], [-3.429, 1.098, 0.345], [-2.114, 1.400, -0.083], [-1.345, 1.220, 1.238], [-2.243, 1.783, 2.165], [0.069, 1.851, 1.319], [0.972, 0.895, 0.913], [0.511, 2.117, 2.757], [1.497, 3.064, 3.015], [2.077, 3.149, 4.268], [1.684, 2.291, 5.281], [0.714, 1.337, 5.026], [0.144, 1.240, 3.770], [0.054, 3.101, 0.445], [0.484, 3.024, -0.875], [0.402, 4.122, -1.714], [-0.148, 5.305, -1.254], [-0.622, 5.374, 0.047], [-0.517, 4.286, 0.898], [-1.682, 0.569, -1.343], [-0.537, -0.138, -1.129], [-2.835, -0.336, -1.810], [-2.620, -1.680, -2.076], [-3.649, -2.467, -2.565], [-4.893, -1.914, -2.811], [-5.103, -0.566, -2.575], [-4.081, 0.216, -2.078], [-1.504, 1.492, -2.568], [-2.204, 2.673, -2.774], [-2.013, 3.409, -3.930], [-1.131, 2.977, -4.905], [-0.456, 1.782, -4.725], [-0.654, 1.047, -3.571], [-5.301, 2.804, 1.312], [-3.763, 3.643, 1.020], [-4.299, 3.346, 2.678], [-5.283, 0.365, 2.020], [-4.472, 0.943, 3.503], [-3.755, -0.362, 2.535], [-2.053, 2.469, -0.330], [-1.205, 0.150, 1.443], [1.814, 3.745, 2.238], [2.846, 3.885, 4.448], [2.118, 2.368, 6.265], [0.397, 0.656, 5.802], [-0.601, 0.482, 3.589], [0.831, 2.077, -1.259], [0.755, 4.039, -2.731], [-0.232, 6.156, -1.914], [-1.071, 6.289, 0.404], [-0.908, 4.345, 1.903], [-1.635, -2.098, -1.917], [-3.478, -3.515, -2.768], [-5.693, -2.517, -3.210], [-6.061, -0.117, -2.793], [-4.249, 1.264, -1.904], [-2.907, 3.043, -2.045], [-2.564, 4.328, -4.062], [-0.979, 3.564, -5.797], [0.220, 1.424, -5.489], [-0.140, 0.110, -3.431], [6.110, -0.077, -1.076], [4.835, 0.376, -1.013], [4.559, 1.571, -0.558], [3.243, 1.572, -0.529], [2.742, 0.408, -0.968], [3.776, -0.347, -1.277], [6.746, 0.699, -0.917], [6.315, -0.597, -1.922], [2.662, 2.409, -0.213]], "forces_ev_per_a": [[-2.0, 1.5, -0.4], [0.2, -0.8, 0.1], [-0.4, 0.9, 0.7], [-0.1, 0.3, -0.2], [0.0, 0.0, -0.3], [0.6, -1.3, -0.4], [0.1, 0.0, -0.3], [-0.3, 0.6, 0.1], [0.0, -0.2, -0.1], [0.7, -0.7, 0.1], [-0.2, -0.1, 0.1], [-0.1, 0.3, 0.0], [0.4, 0.6, -0.2], [0.1, -0.7, 0.2], [0.1, -0.1, 0.0], [0.2, -1.0, 0.7], [0.1, 0.2, 0.3], [0.0, 0.4, -0.1], [-0.6, 0.3, -0.7], [0.2, -0.6, 0.3], [0.0, 0.1, 0.1], [0.1, 0.1, -0.1], [-0.1, 0.0, -0.2], [0.1, -0.1, -0.2], [-0.1, 0.1, -0.2], [-0.1, 0.3, 0.0], [-0.2, -0.1, 0.1], [0.0, 0.1, 0.0], [-0.1, 0.0, -0.1], [-0.1, 0.0, 0.1], [0.0, 0.2, 0.0], [0.2, 0.0, 0.2], [0.0, 0.0, -0.1], [0.0, 0.1, 0.1], [0.0, 0.1, -0.1], [0.4, -0.4, -0.1], [-0.7, 0.1, 0.4], [0.4, 0.3, -0.3], [-0.1, -0.2, 0.2], [0.4, 0.4, 0.1], [0.2, -0.4, -0.3], [-0.1, 0.2, 0.0], [-0.8, 0.1, 0.4], [0.7, -0.4, -0.9], [0.0, 0.1, -0.1], [-0.2, 0.0, 0.0], [0.1, 0.0, 0.1], [0.0, 0.0, 0.1], [-0.1, -0.1, 0.0], [0.0, 0.1, 0.0], [0.3, -0.1, 0.0], [0.0, 0.0, 0.2], [0.2, 0.1, 0.0], [0.0, 0.0, -0.1], [0.0, 0.1, 0.0], [0.0, 0.0, -0.1], [-1.0, 0.9, -0.2], [1.4, -1.1, 0.9], [0.2, -0.2, 0.1], [0.1, 0.2, 0.0], [-0.1, -0.1, -0.1], [0.0, -0.1, -0.1], [0.0, 0.1, 0.0], [-0.1, -0.2, -0.1], [0.2, 0.0, 0.0], [0.0, -0.1, 0.0], [-0.1, 0.0, -0.1], [-0.1, 0.1, 0.0], [0.1, 0.0, -0.1], [0.1, 0.0, 0.0], [-0.1, 0.1, 0.0], [0.1, 0.1, -0.1], [0.0, 0.1, 0.1], [-0.1, 0.0, 0.0], [-0.1, 0.0, 0.1], [0.1, -0.1, 0.0], [-0.1, -0.2, 0.0], [0.0, 0.2, 0.1], [0.0, 0.0, -0.1], [0.1, 0.1, 0.1], [0.1, 0.0, 0.1], [0.0, 0.0, 0.1], [-0.1, -0.1, 0.0], [0.0, 0.0, 0.0], [0.0, 0.0, -0.1], [0.0, 0.1, 0.0], [-0.1, 0.1, 0.1], [0.0, 0.0, 0.1], [0.0, 0.0, 0.0], [0.0, -0.1, 0.0], [-0.1, -0.1, 0.0], [-0.1, 0.0, 0.0], [-0.1, 0.1, 0.0], [-0.1, 0.1, 0.2], [0.0, 0.1, 0.0], [0.0, 0.0, -0.1], [0.0, 0.0, 0.0], [0.0, -0.1, 0.0], [1.0, -0.6, 0.2], [-1.8, 0.1, -0.3], [0.5, 0.5, 0.1], [0.0, 0.0, 0.0], [0.5, -0.1, 0.0], [1.0, -0.3, -0.1], [-0.2, -0.1, -0.1], [-0.3, 0.2, 0.0], [-0.1, 0.1, 0.2]], "spin_multiplicity": 2, "orbital_gap_ev": [7.0703, 7.2620], "total_charge": 1}